A structure of composition C29H19CuF5N3O2S. Source: the OMol25 dataset; level of theory: wB97M-V/def2-TZVPD.

Geometry (Å):
Cu  -0.092  -0.676  -0.389
C  -4.458  0.622  -0.606
O  -3.566  1.731  -0.305
C  -2.347  1.205  -0.240
N  -2.204  -0.057  -0.326
C  -3.577  -0.632  -0.441
C  -3.689  -1.683  -1.530
C  -2.800  -2.757  -1.499
C  -2.861  -3.759  -2.454
C  -3.828  -3.709  -3.451
C  -4.729  -2.660  -3.475
C  -4.663  -1.651  -2.519
C  -1.192  2.123  -0.075
C  -1.250  3.505  0.011
C  -0.049  4.189  0.147
C  1.154  3.492  0.176
C  1.098  2.113  0.067
N  -0.051  1.464  -0.044
C  2.254  1.186  -0.033
N  2.069  -0.026  -0.352
C  3.385  -0.660  -0.494
C  4.356  0.448  0.000
O  3.498  1.626  0.153
C  3.463  -1.962  0.271
C  4.243  -3.006  -0.221
C  4.330  -4.204  0.475
C  3.638  -4.366  1.670
C  2.855  -3.328  2.164
C  2.769  -2.130  1.469
H  -4.817  0.766  -1.620
H  -5.294  0.664  0.086
H  -3.793  -1.117  0.514
H  -2.060  -2.795  -0.709
H  -2.159  -4.584  -2.420
H  -3.884  -4.493  -4.196
H  -5.493  -2.620  -4.242
H  -5.394  -0.855  -2.562
H  -2.200  4.019  -0.027
H  -0.047  5.269  0.217
H  2.105  3.998  0.272
H  3.539  -0.876  -1.553
H  5.144  0.693  -0.704
H  4.786  0.215  0.971
H  4.761  -2.887  -1.167
H  4.931  -5.016  0.081
H  3.717  -5.295  2.222
H  2.311  -3.458  3.093
H  2.139  -1.329  1.840
F  0.698  -7.735  1.654
C  0.746  -6.593  1.012
C  0.067  -5.490  1.517
F  -0.615  -5.594  2.650
C  0.124  -4.297  0.843
F  -0.500  -3.251  1.366
C  0.819  -4.165  -0.371
S  0.856  -2.717  -1.258
C  1.514  -5.296  -0.840
F  2.215  -5.228  -1.955
C  1.484  -6.490  -0.160
F  2.154  -7.541  -0.610

HOMO (spin up / spin down)   -11.18 / -11.10 eV
⟨S²⟩   0.77
Energy   -108002.95137 eV
2S+1   2
Net charge   +1
HOMO-LUMO gap (spin up / spin down)   7.99 / 5.85 eV
Lowest unoccupied orbital energy (spin up / spin down)   -3.20 / -5.25 eV
Relative energy (zero: lowest compared OMol25 entry of this formula, charge and spin)   0.0 kcal per mole